Record 1
The following is a quantum chemistry calculation of a cluster of 11 separate species, C9H40O14 in total in a non-equilibrium geometry, from OMol25.

Each line ends with the Löwdin charge.
Geometry (Å):
C  1.21  -0.96  6.83  -0.0404
C  2.14  -0.23  5.78  -0.4651
C  2.19  -0.99  4.47  -0.0655
O  1.55  1.03  5.52  -0.0782
H  0.38  -1.47  6.34  0.0693
H  0.86  -0.24  7.56  0.0701
H  1.83  -1.75  7.26  0.0728
H  3.18  -0.08  6.06  0.1283
H  2.31  -0.37  3.59  0.0790
H  1.34  -1.66  4.34  0.0720
H  3.04  -1.67  4.45  0.0783
H  1.50  1.69  6.21  0.0857
O  5.28  3.74  -1.76  -0.0417
C  4.79  2.80  -0.87  -0.2776
C  5.58  2.85  0.40  -0.2751
O  5.53  4.08  1.07  -0.0453
H  4.47  4.16  -2.09  0.0890
H  3.71  2.90  -0.80  0.1195
H  4.78  1.83  -1.37  0.1162
H  6.63  2.62  0.23  0.1168
H  5.39  2.02  1.08  0.1144
H  5.85  3.85  1.95  0.0841
O  -4.08  -1.42  2.90  -0.1027
C  -4.72  -0.64  3.96  -0.1812
C  -6.29  -0.83  3.82  -0.2202
O  -6.78  -2.09  4.31  -0.0769
H  -3.98  -2.36  3.03  0.0757
H  -4.20  -0.81  4.90  0.1126
H  -4.56  0.41  3.74  0.1058
H  -6.68  -0.65  2.82  0.1130
H  -6.67  -0.01  4.42  0.1032
H  -7.48  -2.01  4.96  0.0788
O  0.82  -1.06  -6.88  -0.0693
C  0.70  -1.33  -8.28  -0.2333
C  1.15  -0.11  -9.11  -0.2237
O  1.27  -0.42  -10.53  -0.0844
H  0.00  -0.63  -6.62  0.0807
H  1.41  -2.13  -8.49  0.1211
H  -0.32  -1.62  -8.49  0.1196
H  2.07  0.32  -8.69  0.1093
H  0.52  0.78  -9.01  0.1069
H  1.28  0.38  -11.06  0.0728
O  4.24  -2.95  -0.02  -0.0554
H  3.58  -2.28  0.17  0.0235
H  4.14  -3.12  -0.96  0.0300
O  -2.39  -4.72  -0.50  -0.0536
H  -2.56  -4.98  0.41  0.0255
H  -2.00  -5.49  -0.91  0.0304
O  -4.00  -0.37  -1.04  -0.0514
H  -4.24  -0.25  -0.12  0.0233
H  -3.86  -1.32  -1.13  0.0276
O  -2.36  4.55  -1.42  -0.0533
H  -2.62  3.97  -2.13  0.0282
H  -1.99  3.96  -0.76  0.0231
O  -3.90  -1.15  -5.08  -0.0519
H  -4.07  -0.88  -4.18  0.0194
H  -4.02  -0.34  -5.59  0.0282
O  -0.35  2.98  2.21  -0.0541
H  0.02  2.59  2.99  0.0207
H  0.05  3.85  2.16  0.0303
O  0.14  -0.64  -0.83  -0.0536
H  -0.18  -0.19  -0.05  0.0258
H  -0.62  -1.13  -1.16  0.0229

## Properties
* DFT total energy: -1420.1051 hartree
* HOMO-LUMO gap: 10.1 eV
* HOMO level: -10.043 eV

Record 2
The following is a quantum chemistry calculation of a structure of composition C9H44AgB2N18O9 in a non-equilibrium geometry, from OMol25.

Each line ends with the Löwdin charge.
Geometry (Å):
Ag  -0.38  -0.02  -2.11  1.0477
B  -0.90  2.48  -2.21  -0.3841
H  -0.40  1.92  -3.03  -0.0356
H  -1.21  1.77  -1.40  -0.0771
H  -0.01  3.09  -1.82  -0.0093
H  -1.75  3.13  -2.61  0.0107
B  0.05  -0.47  0.20  -0.4682
H  0.07  -0.52  1.34  -0.0177
H  0.26  0.57  -0.15  -0.0418
H  0.87  -1.14  -0.22  -0.0436
H  -0.92  -0.86  -0.21  -0.0316
C  -1.05  -5.00  1.55  -0.7001
O  -0.03  -5.68  1.58  -0.0035
N  -1.03  -3.70  1.15  0.1653
N  -2.27  -5.38  1.99  0.1453
H  -0.14  -3.41  0.78  0.0657
H  -1.83  -3.06  1.20  0.0350
H  -2.36  -6.36  2.18  0.1001
H  -3.02  -4.90  1.52  0.0834
C  3.04  -2.69  1.79  -0.7054
O  3.49  -3.45  2.65  0.0004
N  2.49  -3.21  0.67  0.1582
N  3.10  -1.36  1.87  0.1734
H  1.99  -2.52  0.11  0.0386
H  2.51  -4.20  0.55  0.1048
H  2.67  -0.84  1.12  0.0807
H  3.53  -1.04  2.71  0.1043
C  0.99  1.31  4.24  -0.6792
O  1.54  2.07  5.04  0.0120
N  1.38  0.07  3.94  0.1699
N  -0.06  1.74  3.46  0.1592
H  0.91  -0.41  3.19  0.0652
H  2.11  -0.31  4.53  0.1146
H  -0.50  1.09  2.84  0.0460
H  -0.23  2.73  3.44  0.0622
C  2.69  0.86  -3.33  -0.6318
O  1.82  0.26  -2.68  -0.0618
N  3.52  0.23  -4.17  0.1771
N  2.84  2.20  -3.28  0.2081
H  4.12  0.73  -4.79  0.1109
H  3.07  -0.64  -4.44  0.1098
H  3.50  2.69  -3.84  0.1171
H  2.08  2.68  -2.82  0.0949
C  0.88  -3.22  -2.49  -0.6498
O  0.12  -2.26  -2.51  -0.0263
N  2.21  -3.24  -2.65  0.1941
N  0.33  -4.47  -2.48  0.1709
H  2.69  -2.36  -2.76  0.0995
H  2.60  -4.12  -2.90  0.1051
H  -0.53  -4.59  -2.99  0.1145
H  1.01  -5.21  -2.52  0.0946
C  -3.69  0.09  -2.23  -0.6272
O  -2.61  -0.42  -2.59  -0.0297
N  -4.84  -0.23  -2.83  0.1839
N  -3.77  1.06  -1.29  0.1850
H  -4.78  -0.91  -3.57  0.1198
H  -5.70  0.20  -2.56  0.1086
H  -2.86  1.50  -1.32  0.0396
H  -4.59  1.42  -0.84  0.1073
C  3.42  3.30  -0.37  -0.7049
O  4.40  2.67  -0.78  -0.0198
N  3.38  4.66  -0.39  0.1506
N  2.24  2.77  0.00  0.1775
H  2.53  5.18  -0.27  0.0766
H  4.28  5.11  -0.45  0.0978
H  1.53  3.40  0.37  0.0438
H  2.05  1.80  -0.17  0.0774
C  -3.57  -1.19  1.65  -0.6497
O  -3.36  -2.33  1.18  -0.0108
N  -2.58  -0.31  1.84  0.1747
N  -4.84  -0.79  1.89  0.1579
H  -2.71  0.48  2.44  0.0932
H  -1.70  -0.61  1.41  0.0234
H  -4.92  0.06  2.41  0.0948
H  -5.53  -1.51  1.75  0.1093
C  -0.53  4.34  1.52  -0.6703
O  0.59  4.70  1.13  0.0029
N  -1.29  3.44  0.88  0.1976
N  -1.05  4.93  2.63  0.1608
H  -0.89  3.08  0.02  0.0380
H  -2.09  2.96  1.25  0.0981
H  -0.35  5.35  3.22  0.1195
H  -2.03  4.82  2.80  0.1016

## Properties
* DFT total energy: -2228.8922 hartree
* ΔE to the lowest compared entry with this formula, charge and spin: 7.6 kcal per mole
* HOMO-LUMO gap (spin up / spin down): 8.4 / 4.8 eV
* HOMO level (spin up / spin down): -8.648 / -8.648 eV
* multiplicity: 2

Record 3
The following is a quantum chemistry calculation of a cluster of 13 separate species, C9H44N18O13 in total in a non-equilibrium geometry, from OMol25.

Each line ends with the Löwdin charge.
Geometry (Å):
O  -0.61  -3.76  -1.87  -0.0696
H  -0.60  -4.02  -0.94  -0.0205
H  -0.94  -2.85  -1.87  0.0121
O  -2.90  1.11  -2.89  -0.0554
H  -2.71  2.06  -2.84  0.0151
H  -3.55  0.94  -2.18  0.0328
O  1.08  3.06  1.75  -0.0470
H  1.68  3.82  1.74  0.0798
H  0.22  3.44  1.54  0.0642
O  1.53  2.48  4.70  -0.0555
H  1.21  2.92  3.90  0.0102
H  1.62  3.18  5.35  0.0505
C  -0.33  0.13  0.03  -0.6660
O  -0.66  -0.96  -0.45  0.0040
N  0.35  0.24  1.21  0.1724
N  -0.50  1.32  -0.59  0.1975
H  0.82  1.05  1.57  0.0518
H  0.40  -0.59  1.78  0.0874
H  -0.32  2.10  0.01  0.0581
H  -1.07  1.39  -1.41  0.0581
C  -1.19  4.00  -2.54  -0.6874
O  -1.50  3.85  -1.36  0.0088
N  -2.05  4.43  -3.52  0.1572
N  0.07  3.74  -2.98  0.1872
H  -1.78  4.52  -4.48  0.0992
H  -2.98  4.70  -3.26  0.1072
H  0.38  3.97  -3.91  0.1033
H  0.78  3.47  -2.31  0.0812
C  -0.38  -0.11  -5.16  -0.6775
O  0.50  -0.62  -5.83  0.0046
N  -1.63  0.12  -5.68  0.1445
N  -0.27  0.19  -3.84  0.1775
H  -2.32  0.58  -5.10  0.0616
H  -1.82  -0.11  -6.63  0.0922
H  0.60  0.04  -3.36  0.0677
H  -1.05  0.56  -3.32  0.0316
C  3.10  2.40  -1.54  -0.6928
O  3.14  3.58  -1.17  -0.0155
N  3.42  2.02  -2.81  0.1588
N  2.70  1.35  -0.77  0.1758
H  3.75  2.75  -3.41  0.0997
H  3.31  1.09  -3.20  0.0668
H  2.72  0.44  -1.21  0.0550
H  2.37  1.52  0.16  0.0619
C  -4.04  1.86  0.83  -0.6438
O  -4.05  1.29  -0.25  0.0228
N  -3.12  1.57  1.79  0.1659
N  -4.81  2.97  1.09  0.1546
H  -2.45  0.84  1.59  0.0855
H  -3.02  2.12  2.62  0.0906
H  -5.69  3.10  0.63  0.1024
H  -4.69  3.40  1.99  0.0871
C  -1.68  -4.35  1.25  -0.6380
O  -0.84  -5.06  0.69  -0.0268
N  -1.38  -3.57  2.32  0.1886
N  -3.00  -4.42  0.91  0.1719
H  -2.13  -3.17  2.85  0.1023
H  -0.41  -3.54  2.59  0.0654
H  -3.38  -5.02  0.21  0.1110
H  -3.67  -4.00  1.54  0.0955
C  2.35  -3.67  1.92  -0.6525
O  1.53  -3.04  2.57  0.0079
N  2.04  -4.57  0.96  0.1645
N  3.70  -3.42  2.07  0.1491
H  1.09  -4.89  0.76  0.0773
H  2.80  -5.04  0.51  0.0995
H  3.91  -2.46  2.33  0.1025
H  4.29  -3.82  1.37  0.0819
C  -0.18  -0.61  6.24  -0.6843
O  -0.40  -1.79  6.50  0.0094
N  -0.42  0.38  7.15  0.1465
N  0.25  -0.21  5.01  0.1554
H  -0.10  1.32  6.99  0.0790
H  -0.89  0.23  8.02  0.0974
H  0.49  0.74  4.79  0.0444
H  0.70  -0.98  4.53  0.0938
C  2.77  -1.79  -2.22  -0.6173
O  2.63  -0.70  -2.79  -0.0359
N  1.94  -2.19  -1.23  0.2008
N  3.78  -2.66  -2.53  0.1649
H  1.17  -1.57  -1.02  0.0680
H  1.93  -3.11  -0.81  0.0757
H  4.42  -2.35  -3.24  0.1048
H  4.02  -3.35  -1.85  0.0836

## Properties
* DFT total energy: -2333.4918 hartree
* ΔE to the lowest compared entry with this formula, charge and spin: 3.1 kcal per mole
* HOMO-LUMO gap: 8.5 eV
* HOMO level: -8.793 eV

Record 4
The following is a quantum chemistry calculation of a structure of composition C9H4BrCdNO4 in a non-equilibrium geometry, from OMol25.

Each line ends with the Löwdin charge.
Geometry (Å):
Cd  0.30  -1.39  -0.07  1.2997
O  -0.90  4.60  -0.38  0.0488
C  -0.71  3.49  -0.46  -0.0253
C  2.48  -1.05  -0.08  0.0155
O  3.63  -1.18  0.00  0.2036
C  -1.90  -1.77  -0.03  -0.0035
O  -2.92  -2.24  0.11  0.2193
C  0.00  0.01  -2.64  -0.0268
O  -0.03  0.14  -3.76  0.1236
Br  -0.09  -2.77  5.33  0.8450
C  -0.03  -1.14  4.39  -0.6586
C  0.01  0.10  5.06  -0.0413
C  0.04  1.22  4.23  -0.0049
C  0.03  1.11  2.82  -0.1104
N  0.03  -0.08  2.20  -0.0632
C  -0.03  -1.19  2.97  -0.2494
H  0.02  0.09  6.17  0.1397
H  0.09  2.20  4.68  0.1269
H  0.04  2.00  2.19  0.1029
H  -0.05  -2.14  2.44  0.0586

## Properties
* total charge: +2
* DFT total energy: -3442.1152 hartree
* HOMO-LUMO gap: 5.5 eV
* HOMO level: -15.687 eV

DFT total energy of number 4 (C9H4BrCdNO4)?
-3442.1152 hartree

The lowest DFT total energy belongs to which entry?
C9H4BrCdNO4